Entry 1:
Below is a 2-piece molecular cluster, C3H11N2 overall in a non-equilibrium geometry, with properties calculated with ωB97M-V/def2-TZVPD.

Properties
frontier orbital gap	10.596	eV
net charge	+1
total energy	-230.12208	hartree
E_HOMO	-13.8	eV

Each line ends with the natural charge from an NBO analysis.
Atoms and positions in Å:
C 0.040529 0.707651 -2.193830  -0.41
N -0.760018 -0.217622 -1.321604  -0.72
H 0.654227 1.226332 -1.474293  0.23
H -0.614951 1.295698 -2.820664  0.24
H 0.696133 0.077676 -2.766419  0.24
H -1.774081 -0.077958 -1.385676  0.43
H -0.768182 -1.218568 -1.536690  0.43
H -0.659041 -0.102592 -0.279935  0.47
C 0.654006 -1.398158 1.263694  -0.47
C 0.712492 -0.099003 1.542897  -0.02
N -0.334542 0.844289 1.195589  -0.89
H -0.242443 -2.008838 1.216729  0.21
H 1.544051 -1.938225 1.570229  0.23
H 1.519635 0.243066 2.177630  0.22
H -1.033166 0.817910 1.935421  0.40
H 0.086492 1.766093 1.191302  0.40

Cartesian forces (eV/Å) of the 2 atoms listed first:
C 0.13 -1.12 0.94
N -2.43 -1.19 0.14


Entry 2:
Below is C30H47Cl2N4O7SSiZn as an isolated structure in a non-equilibrium geometry, with properties calculated with ωB97M-V/def2-TZVPD.

Properties
frontier orbital gap	5.782	eV
net charge	-1
total energy	-5304.58440	hartree
E_HOMO	-4.1	eV

Each line ends with the Mulliken charge.
Atoms and positions in Å:
C -2.100508 -1.741227 -5.896765  -1.43
C -2.440319 -3.177957 -6.007671  0.72
H -1.141237 -1.495917 -6.362941  0.33
H -2.060471 -1.458465 -4.839571  -0.10
H -2.872404 -1.127597 -6.373963  0.36
C -2.541155 -3.827726 -7.188823  -0.25
C -2.155304 -3.282130 -8.519267  -1.53
H -3.046850 -4.800630 -7.257556  0.59
H -1.172715 -2.783077 -8.498499  0.27
H -2.919177 -2.587934 -8.902352  0.30
H -2.096896 -4.111489 -9.240116  0.38
Zn -2.956909 -1.894079 -1.931352  0.89
Cl -4.921966 -2.718808 -2.516011  -0.62
C -2.921414 -2.891374 0.916051  -0.73
O -2.276267 -2.746798 -0.165412  -0.13
N -2.472423 -3.713136 1.880514  0.34
C -1.141039 -4.277146 1.698150  -0.56
C -3.399963 -4.231543 2.897174  -0.87
H -3.828521 -2.323595 1.162598  0.70
H -0.389402 -3.471998 1.665863  0.11
H -1.072251 -4.847568 0.763971  0.21
H -0.912525 -4.938614 2.535254  0.35
H -3.859655 -3.386049 3.442011  0.29
H -2.877969 -4.896425 3.598260  0.29
H -4.222781 -4.799140 2.414090  0.33
H 1.399598 -0.867567 3.337073  0.35
H 0.343164 1.032273 3.707259  0.27
C 1.914504 -0.543390 2.427556  -1.02
C 0.628589 1.537486 2.775561  -0.37
N 1.133717 0.538267 1.846618  0.39
H 1.996810 -1.353320 1.701308  0.27
C 1.284304 0.825088 0.527223  0.07
O 1.928862 0.125506 -0.256377  -0.62
H -0.240673 2.055989 2.351091  -0.12
H 0.757076 1.752801 0.215462  0.23
H 2.920071 -0.195699 2.706963  0.31
H 1.399915 2.289708 3.016977  0.30
H 2.564283 2.152152 -2.603021  0.17
H 1.877904 -0.127388 -4.752113  0.34
C 3.458143 1.792321 -3.140176  -0.80
C 2.974086 -0.148111 -4.680149  -0.94
N 3.399184 0.359648 -3.391907  0.20
H 4.343194 2.002180 -2.521198  0.33
C 3.709770 -0.504808 -2.390542  0.04
O 3.847113 -1.724724 -2.515164  -0.64
H 3.320368 -1.177059 -4.805716  0.32
H 3.808398 0.003545 -1.401592  0.35
H 3.545809 2.317361 -4.095812  0.31
H 3.385233 0.513069 -5.449204  0.29
O -1.910302 -3.458641 -3.580618  0.11
C -2.791892 -3.849513 -4.666098  -0.09
C -2.181388 -6.170339 -5.616950  0.32
C -3.024929 -5.363263 -4.842101  -0.44
H -1.411722 -5.709245 -6.230696  1.07
C -2.369147 -7.559703 -5.689108  -1.39
H -3.741911 -3.411156 -4.311922  0.29
C -4.064554 -5.980320 -4.130186  -0.15
H -1.706521 -8.164356 -6.302315  0.34
C -3.410414 -8.161980 -4.981491  -0.51
C -4.251196 -7.366112 -4.202022  -0.67
H -4.692110 -5.345303 -3.482389  0.24
H -3.544179 -9.245283 -4.996632  0.35
H -5.066717 -7.818490 -3.642750  0.39
Si -0.167163 -4.350169 -3.549120  1.31
Cl 0.755017 -3.229440 -5.048192  -0.43
C 0.486645 -6.014018 -4.295012  -1.40
C -1.311586 -5.480790 -2.368796  -1.35
C 0.771091 -3.865775 -1.951805  -0.80
H 0.078784 -6.938920 -3.827262  0.28
H 1.585651 -6.030703 -4.123901  0.44
H 0.392103 -6.165487 -5.399781  0.31
H 1.755659 -3.407557 -2.133563  0.27
H 0.926275 -4.788737 -1.356922  0.26
H 0.164863 -3.170321 -1.335348  0.00
H -1.988674 -6.070833 -2.990796  0.28
H -1.955379 -4.859652 -1.715188  -0.25
H -0.776151 -6.221763 -1.752430  0.62
O -2.960366 -0.331036 2.529447  -0.59
S -3.785569 0.415780 1.590027  1.13
O -5.186854 0.623347 1.879853  -0.74
N -3.539028 -0.159607 0.045984  -0.33
C -2.713006 0.568642 -0.696924  0.85
O -2.299467 0.052562 -1.813049  -0.98
C -2.417331 1.903164 -0.048246  0.13
C -1.613532 2.984487 -0.427536  -0.60
C -1.479151 4.080563 0.439599  -0.38
C -2.129353 4.129317 1.679572  -0.55
C -2.887730 3.028145 2.082602  -0.58
C -2.991836 1.950274 1.210108  0.15
H -1.117034 2.956334 -1.397339  0.58
H -0.872177 4.936133 0.140372  0.37
H -2.039537 4.995400 2.338254  0.38
H -3.406157 2.987139 3.027012  0.45

Cartesian forces (eV/Å) of the 2 atoms listed first:
C 0.26 0.71 0.04
C -0.32 -1.37 -0.35


Entry 3:
Below is the molecule C8H16N2O3 in a non-equilibrium geometry, with properties calculated with ωB97M-V/def2-TZVPD.

Properties
frontier orbital gap	8.940	eV
net charge	0
total energy	-649.40374	hartree
E_HOMO	-9.5	eV
structure (SMILES)	CCC(CC)[C@](CC)(N=O)[N+](=O)[O-]

Each line ends with the natural charge from an NBO analysis.
Atoms and positions in Å:
C -0.239506 -1.222828 2.339274  -0.62
C 0.652009 -0.068022 1.878654  -0.44
C 0.082661 0.543081 0.559746  -0.06
C -1.384254 0.921083 0.488065  -0.47
C -1.917971 1.590341 1.778284  -0.60
C 0.505292 -0.570510 -0.901402  0.13
C 0.270596 0.278646 -2.183665  -0.42
C 1.036941 -0.058802 -3.436314  -0.60
N -0.076212 -1.824429 -0.649873  0.12
O -1.177198 -2.025360 -1.161159  -0.30
N 1.940975 -0.817967 -0.669891  0.52
O 2.683617 0.116936 -0.682481  -0.40
O 2.351435 -1.931397 -0.736837  -0.35
H -0.293666 -1.937223 1.599583  0.22
H 0.148342 -1.747023 3.253000  0.21
H -1.208813 -0.916538 2.703678  0.20
H 0.531377 0.669430 2.573157  0.21
H 1.708811 -0.338966 1.872092  0.23
H 0.845134 1.270693 0.344838  0.23
H -1.952255 -0.014956 0.189897  0.23
H -1.589722 1.746042 -0.181592  0.22
H -1.835067 0.834683 2.670564  0.20
H -2.846897 2.015776 1.643230  0.22
H -1.353587 2.447403 2.177930  0.21
H -0.757484 0.152174 -2.401844  0.23
H 0.319242 1.308095 -1.910468  0.22
H 0.755031 -1.108682 -3.696944  0.21
H 2.045590 0.026489 -3.249431  0.21
H 0.755579 0.661830 -4.210089  0.22

Cartesian forces (eV/Å) of the 2 atoms listed first:
C 1.19 0.32 2.88
C -1.88 -2.18 -1.79


Entry 4:
Below is C3HI3O as an isolated structure in a non-equilibrium geometry, with properties calculated with ωB97M-V/def2-TZVPD.

Properties
frontier orbital gap (spin up / spin down)	8.004 / 7.971	eV
net charge	0
total energy	-1083.04684	hartree
E_HOMO (spin up / spin down)	-9.4 / -9.3	eV

Each line ends with the natural charge from an NBO analysis.
Atoms and positions in Å:
C -0.828496 0.125010 0.052690  -0.24
C -1.897390 0.688308 -0.038841  -0.13
C 0.330531 -0.621433 0.086419  -0.22
O 1.890639 0.699278 -0.591812  -0.81
I -3.707400 1.533552 -0.083361  0.35
I 0.635952 -1.936564 -1.517018  0.32
I 1.061082 -1.212207 1.957253  0.29
H 2.515081 0.724056 0.134667  0.44

Cartesian forces (eV/Å) of the 2 atoms listed first:
C -1.08 0.74 -0.19
C 0.04 -0.08 0.19


Entry 5:
Below is C31H38AsOY as an isolated structure in a non-equilibrium geometry, with properties calculated with ωB97M-V/def2-TZVPD.

Properties
frontier orbital gap (spin up / spin down)	4.591 / 5.325	eV
net charge	+2
total energy	-3552.67769	hartree
E_HOMO (spin up / spin down)	-12.8 / -12.8	eV

Each line ends with the Mulliken charge.
Atoms and positions in Å:
C 1.294683 2.046300 -2.401651  -1.37
H 2.063337 2.020879 -1.562428  0.79
H 1.571283 1.529010 -3.349523  0.43
H 0.624147 -1.068286 0.609562  0.11
C 0.200742 3.025919 -2.374024  0.25
H -0.780608 2.559246 -2.651314  0.32
H 0.126504 3.415506 -1.288777  0.07
C 0.653804 4.140382 -3.361753  -1.29
H -0.116468 4.908532 -3.419200  0.39
H 1.585895 4.585684 -2.985121  0.37
H 0.825103 3.697398 -4.347438  0.36
C -0.879683 -1.988308 -1.786627  1.54
C -1.531172 -1.224289 -2.790950  0.07
C -0.554561 -0.777607 -3.720533  0.94
C 0.721694 -1.274168 -3.307443  0.54
C 0.520306 -2.030998 -2.094794  -0.51
C 1.526125 -2.823238 -1.331013  -0.85
C 1.978943 -1.179840 -4.087982  -1.44
C -0.856492 -0.028379 -4.965518  -1.72
C -3.002757 -1.078989 -2.909156  -1.65
C -1.573519 -2.769685 -0.734606  -1.67
Y 0.678478 0.169993 -0.876870  0.68
H 2.852031 -1.313901 -3.453950  0.33
H 2.046527 -1.931997 -4.894257  0.34
H 2.060154 -0.205277 -4.568675  0.38
H 2.543356 -2.459420 -1.501477  0.23
H 1.319736 -2.763351 -0.262147  0.11
H 1.505582 -3.891964 -1.593811  0.39
H -2.474144 -2.238836 -0.413276  0.39
H -1.891852 -3.761514 -1.095557  0.39
H -0.935790 -2.924018 0.132416  0.25
H -3.267882 -0.369634 -3.706160  0.37
H -3.483814 -2.028794 -3.151876  0.32
H -3.431359 -0.715944 -1.976073  0.35
H -0.120724 0.758649 -5.149874  0.32
H -0.880284 -0.678464 -5.851401  0.34
H -1.837462 0.447036 -4.892266  0.41
O -0.946695 0.180785 0.676555  -0.62
As -0.161035 0.209964 2.235848  1.54
C 1.359918 -1.039790 2.472044  0.23
C 1.112945 -2.210196 3.204906  -0.48
C 2.059202 -3.257912 3.154500  -0.70
C 3.224529 -3.099760 2.382649  -0.56
C 3.434896 -1.938593 1.641062  -0.83
C 2.506873 -0.900904 1.660197  0.32
C 0.386463 2.057876 2.351603  0.15
C -0.485236 3.010355 1.819289  -0.47
C -0.087533 4.347165 1.757312  -0.64
C 1.175552 4.725312 2.233321  -0.47
C 2.040876 3.764549 2.770994  -0.74
C 1.647664 2.421263 2.838298  -0.29
C -1.735753 -0.291299 3.217751  0.05
C -2.351749 -1.511697 2.923799  -0.01
C -3.530642 -1.831830 3.599189  -0.82
C -4.092033 -0.917519 4.498219  -0.55
C -3.477340 0.313804 4.748858  -0.70
C -2.290228 0.647674 4.094839  -0.50
H 0.182389 -2.347666 3.797645  0.49
H 1.893981 -4.169842 3.740331  0.46
H 3.960385 -3.913059 2.357387  0.43
H 4.352033 -1.814935 1.072203  0.50
H 2.771603 0.035731 1.184835  0.70
H -1.464594 2.704406 1.439700  0.47
H -0.772115 5.091357 1.339430  0.46
H 1.481338 5.772485 2.186356  0.45
H 3.028448 4.056567 3.140760  0.45
H 2.310242 1.663908 3.259913  0.52
H -1.913804 -2.198206 2.190492  0.27
H -3.991204 -2.798534 3.415628  0.43
H -5.018230 -1.170085 5.010200  0.41
H -3.901830 1.025004 5.452153  0.43
H -1.789202 1.605955 4.247297  0.41

Cartesian forces (eV/Å) of the 2 atoms listed first:
C 1.07 -1.21 -0.11
H -0.44 0.43 -1.09


Entry 6:
Below is a 2-piece molecular cluster, C8H16 overall in a non-equilibrium geometry, with properties calculated with ωB97M-V/def2-TZVPD.

Properties
frontier orbital gap (spin up / spin down)	8.293 / 7.981	eV
net charge	0
total energy	-314.22537	hartree
E_HOMO (spin up / spin down)	-7.7 / -7.6	eV

Each line ends with the natural charge from an NBO analysis.
Atoms and positions in Å:
C -1.587226 0.322540 0.148158  -0.11
C -1.771839 1.370085 1.202850  -0.68
C -1.883417 -1.078708 0.588582  -0.68
H -2.041927 0.603327 -0.797904  0.17
H -0.327601 -0.100587 -1.178954  0.26
H -2.800489 1.362747 1.588246  0.21
H -1.572571 2.373601 0.825807  0.21
H -1.115107 1.175087 2.053790  0.21
H -2.864997 -1.143604 1.078234  0.21
H -1.132275 -1.406586 1.311869  0.21
H -1.881415 -1.776330 -0.247489  0.21
C 1.403814 -1.555551 -0.928869  -0.60
C 0.948102 -0.091732 -1.033773  -0.34
C 1.042953 0.701514 0.239781  -0.15
C 1.469916 0.654927 -2.137100  -0.30
C 1.707675 0.337159 1.347449  -0.43
H 0.731118 1.736294 0.121220  0.20
H 1.323114 -2.044362 -1.899546  0.21
H 2.448421 -1.611367 -0.622292  0.21
H 0.797842 -2.102938 -0.206867  0.21
H 1.321274 0.324683 -3.156578  0.17
H 1.928044 1.622078 -1.991559  0.18
H 2.101454 -0.659866 1.484691  0.19
H 1.755136 0.987588 2.210252  0.20

Cartesian forces (eV/Å) of the 2 atoms listed first:
C -1.84 -0.03 0.28
C 0.45 0.02 0.02